{"formula": "C5H11O2", "method": "ωB97M-V/def2-TZVPD", "total_charge": -1, "molar_mass_da": 103.14, "e_lumo_ev": 3.930, "e_homo_ev": -3.635, "total_energy_ha": -347.52063, "species": ["C", "O", "C", "C", "C", "C", "H", "H", "H", "H", "H", "H", "H", "H", "H", "H", "H", "O"], "positions_angstrom": [[0.836, 1.108, 1.278], [-0.344, 1.198, 1.916], [0.774, 1.330, -0.332], [0.912, 0.077, -1.386], [-0.145, -0.959, -1.340], [-0.247, -1.828, -2.378], [1.343, 0.047, 1.499], [1.717, 1.821, 1.395], [-0.260, 1.658, -0.345], [1.599, 2.024, -0.644], [1.964, -0.219, -1.310], [1.019, 0.492, -2.415], [-0.605, -0.913, -0.306], [0.316, -1.345, -3.253], [-0.724, -2.773, -2.387], [-1.086, 0.012, 1.844], [-2.491, -0.745, 1.712], [-1.556, -0.966, 1.768]]}